# 1
The following is a DFT calculation (wB97M-V/def2-TZVPD) of 2 unconnected molecules or ions with the total composition C4H9N2 in a non-equilibrium geometry.

Geometry as XYZ:
```
15
Properties=species:S:1:pos:R:3:mulliken_charge:R:1
C 0.09 1.35 -0.52 -0.577
C -1.19 -0.50 0.88 -0.700
C 0.74 -1.14 0.22 -0.557
C -0.07 0.11 0.08 0.657
N 1.13 2.78 -1.62 -0.464
N -0.40 -1.77 0.97 -0.071
H 1.89 2.24 -2.04 0.254
H -0.72 2.05 -0.37 0.273
H -1.38 -0.05 1.85 0.306
H -2.14 -0.63 0.35 0.308
H 1.00 -1.66 -0.70 0.307
H 1.64 -1.04 0.83 0.287
H 0.40 2.91 -2.32 0.271
H -0.18 -2.08 1.92 0.352
H -0.82 -2.57 0.47 0.354
```

Calculated values
- E: -7262.5992 eV
- HOMO-LUMO gap: 9.9 eV
- Net charge: +1
- Relative energy (zero: lowest compared OMol25 entry of this formula, charge and spin): 127.8 kcal/mol
- Spin multiplicity: 1

***

# 2
The following is a DFT calculation (wB97M-V/def2-TZVPD) of a molecular structure, C4H7NO2 in a non-equilibrium geometry.

Geometry as XYZ:
```
14
Properties=species:S:1:pos:R:3:mulliken_charge:R:1
N 1.78 0.77 1.52 -0.409
C 0.64 0.41 0.90 0.625
O -0.39 1.03 1.10 -0.604
C 0.46 -0.78 -0.02 -0.751
C -1.01 -0.61 -0.31 0.102
C -1.45 0.21 -1.47 -0.311
O -1.02 -0.94 -2.08 -0.546
H 1.69 1.58 2.13 0.245
H 2.67 0.31 1.44 0.187
H 0.75 -1.74 0.46 0.340
H 0.92 -0.74 -1.00 0.331
H -1.62 -0.99 0.55 0.320
H -0.89 1.14 -1.63 0.201
H -2.53 0.35 -1.58 0.270
```

Calculated values
- E: -9844.0031 eV
- HOMO-LUMO gap (alpha / beta): 10.2 / 10.2 eV
- Relative energy (zero: lowest compared OMol25 entry of this formula, charge and spin): 75.6 kcal/mol
- Spin multiplicity: 1

***

# 3
The following is a DFT calculation (wB97M-V/def2-TZVPD) of a molecular structure, C28H32BCl5N6O2Pd.

Geometry as XYZ:
```
75
Properties=species:S:1:pos:R:3:mulliken_charge:R:1
Pd 0.21 -0.24 0.59 -0.212
C 3.94 1.38 2.32 -1.245
N 3.44 1.24 0.97 0.362
C 3.78 -0.01 0.30 -0.739
C 2.43 2.01 0.48 0.438
N 1.49 1.45 -0.24 0.089
C 0.88 2.10 -1.31 0.606
C 1.51 3.09 -2.08 -0.369
C 0.88 3.65 -3.18 -0.732
C -0.38 3.22 -3.56 -1.063
C -1.00 2.21 -2.83 -0.253
C -0.39 1.65 -1.71 -0.971
N -0.99 0.56 -1.03 -0.442
C -2.29 0.66 -0.80 0.532
N -2.88 1.85 -0.52 0.552
C -2.14 2.92 0.11 -0.194
C -4.26 2.15 -0.85 -1.319
N -3.13 -0.40 -0.95 0.307
C -4.06 -0.75 0.12 -0.738
C -2.73 -1.48 -1.84 -0.884
N 2.48 3.33 0.80 0.558
C 3.73 4.06 0.94 -1.246
C 1.29 4.16 0.84 -1.104
H 3.76 0.46 2.88 0.404
H 3.43 2.19 2.83 0.367
H 5.02 1.58 2.33 0.357
H 4.86 -0.15 0.38 0.412
H 3.50 0.05 -0.74 0.237
H 3.28 -0.87 0.75 0.053
H 2.51 3.40 -1.82 0.479
H 1.40 4.41 -3.76 0.414
H -0.87 3.63 -4.43 0.417
H -1.96 1.83 -3.14 0.441
H -2.73 3.34 0.92 0.582
H -1.90 3.72 -0.61 0.218
H -1.22 2.52 0.52 -0.704
H -4.66 1.38 -1.50 0.388
H -4.30 3.11 -1.38 0.372
H -4.89 2.23 0.04 0.376
H -4.44 0.15 0.60 0.285
H -3.58 -1.37 0.87 0.053
H -4.90 -1.29 -0.31 0.358
H -2.24 -1.07 -2.71 0.267
H -3.64 -2.00 -2.16 0.389
H -2.06 -2.20 -1.38 0.193
H 4.57 3.41 0.71 0.376
H 3.85 4.45 1.96 0.358
H 3.74 4.91 0.25 0.395
H 0.41 3.53 0.81 0.140
H 1.25 4.85 -0.01 0.329
H 1.29 4.73 1.77 0.392
Cl 2.13 -3.10 1.62 -0.145
C 1.94 -1.77 2.72 1.120
C 1.15 -0.68 2.34 -1.836
C 1.05 0.32 3.32 1.167
Cl 0.05 1.72 3.03 -0.196
C 1.71 0.28 4.55 -0.176
Cl 1.57 1.57 5.68 -0.188
C 2.50 -0.82 4.86 0.388
Cl 3.33 -0.90 6.37 -0.188
C 2.61 -1.85 3.94 0.011
Cl 3.58 -3.22 4.32 -0.201
O -0.48 -3.06 -0.02 -0.241
B -0.62 -2.01 0.92 0.170
O -1.36 -2.49 2.02 -0.333
C -1.64 -3.80 1.76 1.062
C -2.33 -4.71 2.54 -1.180
C -2.47 -6.00 2.03 -0.527
C -1.93 -6.34 0.79 -0.571
C -1.24 -5.42 0.01 -1.120
C -1.10 -4.15 0.53 0.897
H -2.74 -4.42 3.50 0.508
H -3.00 -6.74 2.60 0.394
H -2.06 -7.36 0.42 0.395
H -0.81 -5.68 -0.95 0.509
```

Calculated values
- E: -109362.2883 eV
- HOMO-LUMO gap: 8.0 eV
- Relative energy (zero: lowest compared OMol25 entry of this formula, charge and spin): 0.0 kcal/mol
- Spin multiplicity: 1